No. 1
A molecular structure, C48H48N4Zr. Source: the Open Molecules 2025 dataset; level of theory: ωB97M-V with the def2-TZVPD basis set.

Computed properties:
HOMO: -12.01 eV
net charge: +2
gap between HOMO and LUMO: 5.4117 eV
spin multiplicity: 1
ΔE to the lowest compared entry with this formula, charge and spin: 66.0 kJ/mol
LUMO: -6.60 eV

Cartesian coordinates (Å):
Zr (0.895, 0.262, -0.341)
C (0.690, 1.448, 3.933)
C (1.993, 0.696, 3.648)
C (2.764, 1.325, 2.483)
C (1.830, -0.793, 3.399)
C (2.437, -1.691, 4.267)
C (2.398, -3.056, 4.030)
C (1.814, -3.542, 2.873)
C (1.208, -2.679, 1.967)
C (0.671, -3.225, 0.652)
C (-0.706, -3.880, 0.786)
C (1.655, -4.204, 0.007)
C (1.157, -1.314, 2.286)
N (0.367, -0.447, 1.447)
C (-1.028, -0.517, 1.548)
C (-1.774, -0.015, 0.521)
N (-1.082, 0.601, -0.540)
C (-1.784, 0.821, -1.774)
C (-2.664, 1.902, -1.908)
C (-3.375, 2.012, -3.095)
C (-3.203, 1.100, -4.127)
C (-2.289, 0.070, -3.995)
C (-1.563, -0.082, -2.819)
C (-0.545, -1.208, -2.729)
C (0.581, -1.016, -3.745)
C (-1.184, -2.592, -2.847)
C (-2.796, 2.962, -0.830)
C (-2.100, 4.243, -1.316)
C (-4.243, 3.269, -0.447)
C (-3.194, -0.299, 0.771)
C (-4.384, -0.161, 0.102)
C (-5.575, -0.621, 0.723)
C (-5.579, -1.212, 1.961)
C (-4.356, -1.398, 2.661)
C (-4.178, -2.034, 3.918)
C (-2.918, -2.184, 4.445)
C (-1.757, -1.729, 3.771)
C (-1.909, -1.094, 2.564)
C (-3.210, -0.934, 2.036)
H (0.912, 2.468, 4.250)
H (0.128, 0.966, 4.733)
H (0.044, 1.498, 3.055)
H (2.619, 0.782, 4.538)
H (2.097, 1.293, 1.613)
H (3.679, 0.775, 2.261)
H (3.005, 2.372, 2.668)
H (2.948, -1.313, 5.144)
H (2.860, -3.740, 4.731)
H (1.842, -4.604, 2.670)
H (0.557, -2.372, -0.046)
H (-0.655, -4.688, 1.519)
H (-1.017, -4.312, -0.167)
H (-1.469, -3.178, 1.116)
H (1.672, -5.150, 0.547)
H (2.678, -3.821, 0.005)
H (1.351, -4.429, -1.017)
H (-4.074, 2.829, -3.221)
H (-3.774, 1.202, -5.040)
H (-2.146, -0.626, -4.813)
H (-0.116, -1.235, -1.697)
H (0.172, -1.045, -4.755)
H (1.324, -1.812, -3.669)
H (1.079, -0.048, -3.633)
H (-1.634, -2.714, -3.833)
H (-1.966, -2.724, -2.099)
H (-0.434, -3.376, -2.722)
H (-2.284, 2.605, 0.066)
H (-2.665, 4.691, -2.135)
H (-1.096, 4.041, -1.695)
H (-2.041, 4.980, -0.512)
H (-4.801, 3.678, -1.290)
H (-4.264, 4.015, 0.348)
H (-4.763, 2.382, -0.086)
H (-4.443, 0.280, -0.884)
H (-6.509, -0.500, 0.191)
H (-6.509, -1.550, 2.401)
H (-5.039, -2.408, 4.457)
H (-2.800, -2.674, 5.402)
H (-0.783, -1.895, 4.215)
C (2.062, 4.698, -0.681)
C (1.396, 3.500, -0.427)
N (1.879, 2.319, -0.789)
C (3.083, 2.261, -1.430)
C (3.821, 3.414, -1.705)
C (3.273, 4.655, -1.320)
C (5.087, 3.309, -2.372)
C (5.585, 2.105, -2.720)
C (4.865, 0.901, -2.417)
C (5.365, -0.377, -2.734)
C (4.647, -1.495, -2.397)
C (3.425, -1.332, -1.749)
N (2.923, -0.143, -1.442)
C (3.632, 0.975, -1.765)
H (1.617, 5.632, -0.369)
H (0.443, 3.492, 0.089)
H (3.821, 5.566, -1.529)
H (5.632, 4.219, -2.586)
H (6.538, 2.022, -3.225)
H (6.319, -0.464, -3.240)
H (5.007, -2.489, -2.623)
H (2.831, -2.196, -1.473)

No. 2
A molecular structure, C48H49CaN4O4P2S at a distorted geometry. Source: the Open Molecules 2025 dataset; level of theory: ωB97M-V with the def2-TZVPD basis set.

Computed properties:
HOMO (alpha / beta): -0.79 / -2.38 eV
net charge: -1
gap between HOMO and LUMO (alpha / beta): 2.7393 / 4.3285 eV
spin multiplicity: 1
ΔE to the lowest compared entry with this formula, charge and spin: 263.7 kJ/mol
LUMO (alpha / beta): 1.95 / 1.95 eV

Cartesian coordinates (Å):
Ca (2.453, 0.197, 0.324)
C (3.014, 3.029, 0.026)
N (3.433, 2.027, -0.971)
C (2.651, 2.157, -2.211)
C (4.838, 1.803, -1.041)
C (5.606, 2.383, -2.032)
C (7.004, 2.453, -1.882)
C (7.609, 1.814, -0.770)
C (6.835, 1.209, 0.225)
C (5.451, 1.036, 0.066)
N (4.610, 0.229, 0.821)
C (5.021, -0.934, 1.392)
C (6.168, -1.711, 0.999)
C (6.545, -2.902, 1.623)
C (5.849, -3.282, 2.798)
C (4.666, -2.598, 3.176)
C (4.239, -1.464, 2.496)
N (2.972, -0.889, 2.794)
C (3.035, 0.390, 3.520)
C (1.967, -1.769, 3.409)
H (3.164, 4.083, -0.366)
H (1.951, 2.942, 0.234)
H (3.631, 2.943, 0.950)
H (2.875, 3.065, -2.794)
H (2.754, 1.294, -2.916)
H (1.596, 2.243, -1.936)
H (5.135, 2.898, -2.863)
H (7.614, 3.075, -2.507)
H (8.685, 1.880, -0.671)
H (7.334, 0.852, 1.145)
H (6.664, -1.255, 0.129)
H (7.467, -3.385, 1.291)
H (6.190, -4.180, 3.324)
H (4.072, -2.935, 4.001)
H (3.476, 0.354, 4.508)
H (3.635, 1.109, 2.933)
H (2.019, 0.790, 3.604)
H (2.253, -2.150, 4.407)
H (1.077, -1.149, 3.495)
H (1.646, -2.560, 2.733)
O (2.649, -1.986, -0.628)
S (1.527, -1.846, -1.661)
O (1.109, -2.913, -2.535)
O (1.649, -0.506, -2.290)
O (-0.275, -1.413, -0.458)
C (-2.656, -1.095, 0.194)
N (-3.458, -0.146, -0.578)
C (-2.919, 1.100, -0.980)
P (-1.439, 1.842, -0.003)
C (-1.460, 3.514, -0.749)
C (-1.348, 3.574, -2.162)
C (-1.183, 4.776, -2.801)
C (-1.157, 5.970, -2.068)
C (-1.258, 5.923, -0.655)
C (-1.383, 4.679, -0.017)
C (-2.168, 2.209, 1.617)
C (-3.503, 2.592, 1.745)
C (-4.066, 2.860, 3.001)
C (-3.282, 2.882, 4.120)
C (-1.930, 2.479, 4.028)
C (-1.414, 2.169, 2.782)
C (-4.838, -0.215, -0.429)
C (-5.515, -0.876, 0.604)
C (-6.896, -0.944, 0.662)
C (-7.689, -0.327, -0.287)
C (-7.006, 0.350, -1.319)
C (-5.620, 0.404, -1.372)
P (-1.528, -2.227, -0.860)
C (-1.989, -2.274, -2.553)
C (-2.816, -3.344, -2.969)
C (-3.304, -3.366, -4.254)
C (-2.978, -2.373, -5.173)
C (-2.134, -1.359, -4.791)
C (-1.559, -1.325, -3.506)
C (-1.462, -3.895, -0.066)
C (-1.045, -5.136, -0.585)
C (-1.237, -6.303, 0.130)
C (-1.685, -6.276, 1.455)
C (-1.904, -5.051, 2.084)
C (-1.722, -3.879, 1.320)
H (-3.297, -1.725, 0.834)
H (-1.893, -0.565, 0.824)
H (-3.732, 1.867, -1.080)
H (-2.559, 0.999, -1.999)
H (-1.334, 2.677, -2.749)
H (-1.070, 4.789, -3.902)
H (-1.053, 6.927, -2.557)
H (-1.251, 6.885, -0.103)
H (-1.364, 4.625, 1.072)
H (-4.084, 2.752, 0.825)
H (-5.157, 2.991, 3.036)
H (-3.704, 3.216, 5.093)
H (-1.372, 2.353, 4.965)
H (-0.353, 1.871, 2.663)
H (-4.925, -1.420, 1.344)
H (-7.320, -1.523, 1.455)
H (-8.768, -0.415, -0.286)
H (-7.507, 0.970, -2.047)
H (-5.172, 0.804, -2.263)
H (-3.145, -4.108, -2.265)
H (-3.966, -4.172, -4.543)
H (-3.480, -2.387, -6.116)
H (-1.848, -0.571, -5.484)
H (-0.785, -0.607, -3.280)
H (-0.523, -5.192, -1.549)
H (-0.963, -7.278, -0.293)
H (-1.819, -7.217, 1.991)
H (-2.150, -4.951, 3.132)
H (-1.719, -2.937, 1.825)